{"formula": "C7H12NO4PS", "method": "the ωB97M-V functional and the def2-TZVPD basis", "symbols": ["C", "N", "C", "C", "C", "S", "C", "O", "P", "O", "O", "C", "O", "C", "H", "H", "H", "H", "H", "H", "H", "H", "H", "H", "H", "H"], "positions_angstrom": [[-1.593364, 1.865564, -2.488166], [-0.601348, 2.351311, -1.857725], [0.696438, 1.888832, -2.037613], [1.745835, 2.942309, -2.506335], [1.031171, 0.631371, -1.827454], [-0.364449, -0.725478, -1.564746], [-0.872194, -1.799302, -0.070754], [-1.767673, -2.528145, -0.211075], [0.250916, -1.280929, 1.341208], [1.625991, -0.903537, 1.016423], [0.142543, -2.331500, 2.593533], [1.300651, -3.104167, 2.987870], [-0.593228, 0.010478, 1.738938], [-2.016649, -0.101335, 2.006130], [-2.537737, 2.264997, -2.169424], [-1.623592, 1.254997, -3.365375], [1.574869, 3.766507, -1.777066], [1.341632, 3.117371, -3.498654], [2.789000, 2.523095, -2.572238], [1.987814, 0.331186, -1.823015], [1.023603, -4.146707, 2.907129], [1.294329, -2.964048, 4.119251], [2.230090, -2.735308, 2.660930], [-2.309348, -1.128485, 2.539251], [-2.629760, 0.150940, 1.105853], [-2.125542, 0.649985, 2.753123]], "forces_ev_per_angstrom": [[0.346, 1.667, 0.785], [-0.237, -0.144, -0.230], [0.455, 0.402, -0.618], [-1.216, -1.466, 1.053], [-4.114, -1.274, 1.276], [0.433, 0.564, -1.145], [3.271, 2.050, -0.085], [-1.220, -0.987, -0.095], [-0.142, -0.070, 1.582], [-0.135, -0.464, -0.448], [-0.064, 1.120, -1.916], [-2.089, 0.139, 3.598], [-0.335, -0.991, 0.002], [-0.263, -1.607, 0.830], [-0.640, -0.026, 0.054], [0.578, -0.741, -0.392], [0.662, -0.163, -0.955], [0.461, 0.896, -0.227], [-1.190, 0.583, 0.315], [3.095, -1.453, 0.148], [0.537, -0.234, -0.819], [0.285, -0.081, -1.226], [0.897, 0.144, -1.088], [0.652, 2.064, -1.542], [0.621, -0.518, 0.672], [-0.648, 0.589, 0.470]], "charge": 0, "total_energy_ha": -1369.12493, "orbital_gap_ev": 8.99, "smiles": "C=N/C(C)=C\\SC(=O)P(=O)(OC)OC", "e_above_lowest_ev": 0.444, "lumo_ev": 0.36, "multiplicity": 1, "homo_ev": -8.63}

=====

{"formula": "C2H8N4O15V", "method": "the ωB97M-V functional and the def2-TZVPD basis", "symbols": ["O", "V", "N", "O", "O", "O", "N", "O", "O", "O", "N", "O", "O", "O", "N", "O", "O", "O", "C", "O", "H", "H", "H", "H", "C", "O", "H", "H", "H", "H"], "positions_angstrom": [[1.501465, 1.083406, 0.508923], [0.418591, -0.042539, 0.631227], [2.337267, -2.632291, 1.529184], [2.018046, -1.483479, 1.025472], [1.540950, -3.254485, 2.214837], [3.477485, -3.074182, 1.218120], [-1.851929, -2.490105, 0.946220], [-0.854403, -1.818403, 0.457903], [-1.613718, -3.562095, 1.488457], [-2.989114, -2.028658, 0.821305], [-2.257535, 1.588529, -0.102051], [-2.597698, 2.548357, -0.809153], [-3.026627, 0.931163, 0.560823], [-0.991609, 1.307545, -0.111184], [-0.459567, -0.142968, 3.847684], [-0.205422, -1.306740, 4.109218], [-0.196010, 0.335027, 2.685622], [-0.969393, 0.632978, 4.660596], [1.077077, 3.526701, -1.858092], [1.691280, 2.682591, -2.837607], [0.018808, 3.290856, -1.752466], [1.570610, 3.360132, -0.899877], [1.210994, 4.585084, -2.111532], [1.017344, 2.163225, -3.275271], [-0.334548, -1.076936, -2.251743], [0.762481, -0.613054, -1.457116], [-0.016072, -1.180186, -3.295755], [-0.705079, -2.032271, -1.882086], [-1.154982, -0.363915, -2.223964], [1.581308, -0.933287, -1.837694]], "forces_ev_per_angstrom": [[-0.532, -0.680, 0.204], [0.314, -0.380, 1.575], [-0.059, -0.577, -0.525], [-0.006, 0.381, -0.106], [0.658, 0.478, -0.271], [-1.006, 0.456, 0.436], [-0.202, 0.197, 0.261], [0.189, 0.342, -0.111], [-0.127, 0.194, -0.272], [0.459, -0.297, -0.064], [0.046, -0.083, 0.016], [0.024, -0.121, 0.030], [0.033, 0.093, 0.069], [0.360, -0.211, -0.243], [-0.104, -0.252, 0.113], [0.052, 0.025, -0.111], [0.265, 0.362, -1.368], [0.079, 0.027, -0.014], [0.058, -0.163, 0.164], [0.269, 0.276, -0.193], [0.002, 0.091, 0.163], [-0.126, -0.142, -0.004], [-0.072, -0.097, -0.236], [-0.169, -0.025, 0.159], [-0.163, -0.349, -0.480], [-0.819, 0.254, -0.125], [0.069, 0.031, 0.105], [0.096, 0.047, 0.052], [0.161, 0.173, 0.273], [0.251, -0.051, 0.503]], "charge": -2, "total_energy_ha": -2372.30584, "orbital_gap_ev": [7.90, 7.90], "lumo_ev": [4.61, 4.61], "multiplicity": 2, "homo_ev": [-3.30, -3.30]}

=====

> Among the records above, which one has the highest charge?

C7H12NO4PS